1.
Computed, not measured: a 2-piece molecular cluster, C3H10N2O overall in a non-equilibrium geometry, with ωB97M-V/def2-TZVPD.

As for the SMILES: [H]/N=C\N.CCO. The charge is 0. The calculation puts the total energy at -8298.812 eV. The energy relative to the best compared isomer or geometry (same formula, charge and spin) is 62.09 kcal/mol. Its HOMO-LUMO gap is 9.44 eV. For the HOMO energy, the calculation gives -8.82 eV.

Geometry (Å):
C -0.243 -1.870 0.419
H 0.317 -0.604 2.091
H 2.179 2.007 -0.263
H 0.260 -2.819 0.656
H 0.995 -0.382 -0.303
N -0.447 2.350 -1.256
H -1.016 -1.854 2.348
N 1.479 1.309 -0.393
H -0.941 2.280 -0.385
H -1.036 2.284 -2.077
C 0.633 1.462 -1.341
C -0.547 -1.119 1.682
H 0.483 0.803 -2.203
O 0.454 -1.162 -0.571
H -1.398 -0.430 1.612
H -1.170 -2.254 -0.016



2.
Computed, not measured: C27H50MnP2 as an isolated structure in a non-equilibrium geometry, with ωB97M-V/def2-TZVPD.

The spin multiplicity is 5. The charge is +1. The calculation puts the total energy at -78700.954 eV. The energy relative to the best compared isomer or geometry (same formula, charge and spin) is 0.00 kcal/mol. Its HOMO-LUMO gap (alpha / beta) is 6.50 / 8.25 eV. For the HOMO energy (alpha / beta), the calculation gives -9.14 / -11.26 eV.

Geometry (Å):
C 0.397 2.122 4.537
C -1.380 -0.299 -0.367
P -0.662 1.389 -0.706
C -1.804 -4.069 -3.602
H -2.230 -0.260 0.327
H 2.657 1.172 -2.541
C 2.945 1.160 -0.405
H 1.530 4.327 -0.547
C 2.584 2.574 1.411
H 1.929 3.283 -1.929
H -1.870 -1.016 -4.403
Mn 1.087 1.049 0.750
C -1.259 0.309 4.111
H 3.578 4.257 2.270
H 3.205 4.190 -1.103
H 3.833 -0.001 3.406
H 0.408 1.728 5.563
H -4.494 -3.908 -2.698
H 0.523 -2.929 1.781
C -2.595 -1.638 -3.858
H 4.949 -0.819 0.912
H -1.332 1.516 1.856
C 2.555 3.852 2.170
H 0.624 0.855 -2.707
C -1.777 -3.952 -2.106
H 2.151 3.746 3.185
H -0.303 2.973 4.511
H 0.779 0.291 3.462
C -4.436 -1.795 -2.138
C 3.219 0.424 0.803
H -4.900 -3.556 -1.015
H 0.114 -2.650 -1.358
C -4.205 -3.297 -1.831
H 1.376 -1.418 -1.638
H 3.604 -1.534 0.009
H -1.210 -2.781 1.395
H -0.035 2.708 2.130
H 2.775 1.250 4.066
H -2.901 2.279 -0.987
H -0.776 -3.984 -3.990
C 3.024 1.305 1.918
H -1.565 -0.533 3.483
H -3.254 -0.021 -2.668
C -0.300 1.405 -2.485
H 4.408 1.678 3.513
C -2.824 -3.620 -1.341
H 1.614 -2.693 -0.397
C 3.851 -0.919 0.881
H -1.634 3.531 -1.087
H -2.307 -3.034 -5.398
C -0.273 1.629 2.137
H -5.380 -1.704 -2.701
C -2.686 -3.046 -4.363
H -0.168 2.460 -2.776
C -3.351 -1.091 -2.895
H -2.735 -3.653 -0.246
H 1.951 4.608 1.653
H -1.016 -0.071 5.112
C 0.878 -2.028 -0.875
C 3.305 0.725 -1.777
C 3.529 1.047 3.293
H -2.122 0.984 4.209
C 2.274 3.624 -0.947
H -0.468 -1.757 2.667
H 1.395 2.523 4.330
C -0.313 -2.222 1.688
P 0.134 -1.003 0.430
H 4.334 1.030 -2.028
H -2.151 -5.083 -3.870
H 3.270 -0.364 -1.893
H 3.552 -1.466 1.786
H -1.133 0.971 -3.059
C 2.515 2.482 -0.024
H -4.599 -1.278 -1.177
H -3.724 -3.407 -4.411
H -1.703 -0.836 -1.268
H -0.851 -4.311 -1.639
H -2.138 2.920 0.498
C -0.029 1.041 3.542
C -1.964 2.635 -0.544



3.
Computed, not measured: a 4-piece molecular cluster, CH10O4 overall, with ωB97M-V/def2-TZVPD.

As for the SMILES: CO.O.O.O. The charge is 0. The calculation puts the total energy at -9388.935 eV. The energy relative to the best compared isomer or geometry (same formula, charge and spin) is 11.49 kcal/mol. Its HOMO-LUMO gap is 11.36 eV. For the HOMO energy, the calculation gives -10.77 eV.

Geometry (Å):
O 2.690 -1.480 -0.762
O -1.715 0.832 -0.385
H -1.680 -0.038 0.032
H 0.454 0.769 -0.047
H -1.015 -2.784 -0.359
H -1.172 2.028 1.258
H 0.890 1.582 1.176
C -2.038 1.761 0.644
O 1.202 1.254 0.323
H 2.443 -0.598 -1.064
H 0.329 -2.114 -0.554
O -0.425 -2.145 0.055
H 2.771 -1.372 0.201
H -2.732 1.309 1.360
H -2.483 2.651 0.217



4.
Computed, not measured: C10H11ClF5STiTm as an isolated structure in a non-equilibrium geometry, with ωB97M-V/def2-TZVPD.

The spin multiplicity is 3. The charge is 0. The calculation puts the total energy at -100134.217 eV. Its HOMO-LUMO gap (alpha / beta) is 7.73 / 7.71 eV. For the HOMO energy (alpha / beta), the calculation gives -8.37 / -8.34 eV.

Geometry (Å):
C -0.057 1.208 4.600
C -0.744 0.106 -4.368
H 2.454 0.876 -4.351
H -0.448 -1.956 -1.532
Ti 0.481 0.296 -2.750
H -1.131 -0.931 -4.393
H 3.074 0.000 -2.895
Tm 0.042 -0.058 0.187
S 2.227 0.242 1.363
H -1.841 -0.684 1.699
C 0.999 -1.120 3.465
H -1.589 0.817 -4.335
F 1.503 -2.256 2.909
F 0.950 2.500 2.873
Cl -0.271 1.772 -1.247
C -1.886 -0.205 0.715
C 0.347 -1.242 -1.456
F -0.576 2.329 5.151
H 1.359 -1.601 -1.321
C 2.400 0.805 -3.246
H -2.471 -0.830 0.035
H -2.351 0.776 0.809
C 1.265 0.128 2.850
F -1.067 -0.117 6.307
H 2.708 1.767 -2.795
C -0.310 -0.039 5.190
C 0.719 1.288 3.448
F -0.028 -2.404 5.189
C 0.222 -1.203 4.617
H -0.134 0.294 -5.276